(1)
Here is a cluster of 12 separate species, C48H60N12 in total from OMol25. Energies are from ωB97M-V/def2-TZVPD.

electronic energy: -2521.822638 hartree
SMILES: c1cc[nH]c1.c1cc[nH]c1.c1cc[nH]c1.c1cc[nH]c1.c1cc[nH]c1.c1cc[nH]c1.c1cc[nH]c1.c1cc[nH]c1.c1cc[nH]c1.c1cc[nH]c1.c1cc[nH]c1.c1cc[nH]c1
LUMO: 0.52 eV
multiplicity: 1
frontier orbital gap: 8.31 eV

Positions of all 120 atoms, in Å:
C 5.240 -1.970 5.338
C 5.488 -1.543 4.031
C 6.860 -1.522 3.842
N 7.432 -1.813 5.128
C 6.465 -2.156 5.987
H 4.292 -1.964 5.856
H 4.719 -1.191 3.359
H 7.343 -1.117 2.965
H 8.415 -1.933 5.330
H 6.754 -2.392 7.000
C 4.027 -1.654 -5.607
C 5.207 -2.136 -5.142
C 6.225 -1.464 -5.879
N 5.710 -0.598 -6.685
C 4.350 -0.708 -6.520
H 3.025 -1.901 -5.289
H 5.280 -2.923 -4.405
H 7.281 -1.647 -5.746
H 6.272 0.064 -7.201
H 3.769 -0.067 -7.165
C -0.769 0.104 0.929
C -0.543 1.257 0.177
C -0.687 2.328 1.039
N -0.962 1.888 2.270
C -1.026 0.522 2.239
H -0.686 -0.908 0.560
H -0.418 1.309 -0.895
H -0.784 3.390 0.864
H -0.815 2.434 3.107
H -1.109 -0.016 3.172
C -5.770 6.550 -2.682
C -6.240 6.697 -1.380
C -5.150 7.252 -0.721
N -4.128 7.368 -1.606
C -4.471 6.904 -2.825
H -6.379 6.219 -3.510
H -7.168 6.411 -0.907
H -5.003 7.601 0.290
H -3.240 7.810 -1.413
H -3.865 6.831 -3.716
C -8.715 -3.046 0.661
C -9.669 -2.329 -0.004
C -8.949 -1.447 -0.765
N -7.563 -1.520 -0.504
C -7.423 -2.505 0.433
H -8.944 -3.964 1.182
H -10.729 -2.513 -0.101
H -9.256 -0.766 -1.544
H -6.801 -0.965 -0.867
H -6.512 -2.897 0.860
C -0.776 -8.269 4.653
C 0.523 -8.785 4.585
C 0.476 -10.189 4.480
N -0.804 -10.597 4.753
C -1.578 -9.437 4.804
H -0.942 -7.207 4.548
H 1.446 -8.254 4.402
H 1.228 -10.926 4.238
H -1.132 -11.549 4.672
H -2.634 -9.644 4.893
C 8.279 4.434 -0.872
C 6.973 4.835 -0.930
C 6.172 3.792 -1.455
N 6.965 2.748 -1.745
C 8.237 3.131 -1.314
H 9.071 5.111 -0.588
H 6.615 5.822 -0.678
H 5.134 3.704 -1.742
H 6.585 1.946 -2.226
H 9.061 2.437 -1.394
C -3.298 -2.326 -7.831
C -3.362 -1.130 -7.091
C -4.670 -1.035 -6.705
N -5.416 -2.020 -7.201
C -4.585 -2.837 -7.907
H -2.453 -2.723 -8.374
H -2.547 -0.460 -6.858
H -5.156 -0.215 -6.197
H -6.422 -1.964 -7.276
H -5.039 -3.697 -8.376
C 2.106 6.065 -7.838
C 2.921 7.134 -8.156
C 2.363 7.724 -9.298
N 1.356 6.950 -9.704
C 1.223 5.893 -8.819
H 2.166 5.405 -6.986
H 3.692 7.664 -7.616
H 2.688 8.570 -9.886
H 0.791 6.947 -10.542
H 0.409 5.187 -8.896
C -0.414 7.456 6.185
C 0.858 6.913 6.435
C 1.048 6.975 7.781
N -0.028 7.563 8.328
C -1.022 7.692 7.426
H -0.959 7.582 5.261
H 1.588 6.541 5.731
H 1.905 6.783 8.410
H -0.110 7.924 9.268
H -1.980 8.155 7.614
C -0.078 -8.644 -4.021
C 0.418 -8.774 -2.697
C 1.247 -9.867 -2.760
N 1.266 -10.389 -4.012
C 0.363 -9.652 -4.841
H -0.643 -7.788 -4.359
H 0.117 -8.171 -1.853
H 1.918 -10.277 -2.019
H 1.840 -11.158 -4.325
H 0.168 -10.027 -5.835
C -1.991 0.636 10.006
C -1.827 -0.798 10.116
C -2.459 -1.157 11.276
N -2.929 -0.049 11.830
C -2.727 1.075 11.138
H -1.537 1.363 9.349
H -1.165 -1.444 9.559
H -2.581 -2.085 11.814
H -3.363 -0.075 12.742
H -2.968 2.098 11.384



(2)
Here is a structure of composition C2H5NS3 from OMol25. Energies are from ωB97M-V/def2-TZVPD.

electronic energy: -1328.289056 hartree
LUMO: -0.46 eV
multiplicity: 1
frontier orbital gap: 8.20 eV

Positions of all 11 atoms, in Å:
C 0.441 -0.979 -1.382
C -0.592 0.945 0.073
H 1.509 -0.876 -2.352
H -0.792 -1.756 -2.081
H 0.733 -1.601 -0.068
H -1.324 0.755 1.671
H 1.040 0.811 2.219
N -0.801 0.050 1.086
S 0.432 0.645 -1.190
S -1.278 2.426 0.106
S 0.630 -0.421 1.919